Computed, not measured: a molecular structure, C45H56BrI2N4O2SSbTi, with the ωB97M-V functional and the def2-TZVPD basis.

## Properties
- ΔE to the lowest compared entry with this formula, charge and spin (kcal per mole) = 9.51
- orbital gap (spin up / spin down) (eV) = 4.018 / 6.056

Structure (ORCA input):
```
! RIJCOSX wB97M-V def2-TZVPD def2/J DEFGRID3
* xyz -2 3
C 4.2465 -0.3834 1.4266
H 0.2567 -5.1633 3.5185
H -0.8667 4.7051 0.4954
S 0.5234 0.4494 0.9413
C 4.2504 -2.5084 2.5982
C -3.2880 4.5322 -0.6770
H -0.6149 2.9828 0.8506
C 3.9445 -3.9776 2.6553
H -4.5606 -0.2063 2.2707
H 5.8814 -0.1330 4.3971
H 3.4256 -5.1265 -2.2645
H -2.4391 1.2718 0.1252
Ti 0.8236 -1.9007 0.5856
N 1.0695 -3.8141 -0.3157
H 1.1417 3.3538 -4.2320
Br 0.7289 -1.2204 -2.1248
H 1.4168 -6.4182 -3.0778
C 1.8906 1.6569 4.5499
H -2.7918 5.4597 -0.9601
C 1.5839 -1.9645 5.4035
H 1.8136 3.7701 -1.7546
H -5.8832 -0.0457 0.1831
C -3.2513 -1.8817 -0.9474
N -1.2494 -2.6640 0.2142
C 1.3214 -5.6835 -2.2871
H -3.2680 0.5989 -2.5826
N 0.8392 -1.9528 2.6594
Sb -1.0181 2.7039 -2.1443
C -2.8067 -2.5259 -2.2308
O -2.3259 -4.6605 -0.3182
I 4.4407 2.5248 -4.1301
C 4.9788 0.1687 2.4733
I 2.5689 0.6464 -3.1150
C 0.6695 4.3342 -4.1404
C -4.2013 -0.6759 1.3611
H -1.0599 6.1524 -1.7761
H 4.5469 0.0649 -0.6439
C 3.8355 -1.7164 1.5159
H 5.2597 1.2146 2.4143
C -1.3686 3.7517 0.6774
H -1.9519 3.8599 1.6020
H -5.0205 -1.1309 -1.8738
H 4.0403 -4.3485 3.6766
C -2.2549 -1.4046 2.7138
H -1.7835 3.5241 -5.3975
C -4.9440 -0.5867 0.1983
C -0.0139 -4.4491 -0.7513
H 2.2896 0.4749 6.2980
H 1.9075 -1.9813 6.4369
H -1.7290 -2.4400 -2.3702
C -3.0926 2.1272 -0.0652
H 0.8474 4.8442 -0.7398
C -3.8108 3.0954 -3.7154
H -4.4207 2.8238 -4.5898
C 3.3974 -3.2606 -0.2217
H 1.0437 -4.0453 5.3010
C 4.9876 -1.9254 3.6212
O 4.5585 -3.6108 -0.4269
C 2.4371 -4.9810 -1.8529
C -2.5109 2.3021 -3.7423
C 1.1949 4.6711 -1.7589
C 1.1160 -3.1062 4.7633
H 1.8430 5.5111 -2.0420
H 4.6298 -4.5315 2.0080
H 2.9098 0.3747 -0.0868
H -1.6566 5.7749 -3.3982
H -3.8112 4.7194 0.2718
H -0.8013 -4.2313 2.4474
H -0.8618 2.0308 -5.1606
C 0.0427 4.5552 -2.7625
H -1.8779 -2.4007 2.9364
H 1.4591 5.0800 -4.2980
H -1.9172 0.2050 -3.6320
C 1.4441 1.6456 3.2340
H -4.0471 4.3139 -1.4254
H -3.8234 1.8335 -0.8222
N 2.9351 -2.2673 0.5574
H 2.1870 2.5930 5.0106
H -3.2993 -2.0497 -3.0794
H 5.2708 -2.5347 4.4731
H 0.8177 -4.6416 1.9301
C 1.0743 0.4526 2.6149
C -2.3096 3.3795 -0.4683
H -0.1388 6.6616 -3.1898
C -2.8199 0.8156 -3.5539
H -3.5239 0.4833 -4.3307
C -0.7583 5.8507 -2.7796
H 4.2095 1.4799 0.3663
H -2.4800 1.9722 -5.8690
H -1.3972 -0.7327 2.6998
C -2.9884 -1.3585 1.4062
C 1.1673 -0.7631 3.3218
C -4.4597 -1.1935 -0.9467
C 0.0772 -5.4292 -1.7242
H -0.8244 -5.9369 -2.0363
H -0.0549 4.4469 -4.9462
C 1.5814 -0.7421 4.6793
H -3.6425 4.1745 -3.7502
H -3.6478 2.3245 0.8618
C 2.2684 -4.0542 -0.8421
C 0.7466 -3.0909 3.4361
H -2.9185 -1.0962 3.5236
H -3.0594 -3.5885 -2.2290
C -1.3316 -3.9369 -0.2243
C -1.8598 2.4736 -5.1130
H 2.9352 -4.1862 2.3110
C -2.4987 -1.9724 0.2422
H -4.4029 2.8684 -2.8284
C 1.9519 0.4796 5.2668
C 5.3357 -0.5854 3.5772
C 3.9579 0.4311 0.2008
H 1.3886 2.5649 2.6643
C 0.2274 -4.3448 2.7980
*
```

Computed, not measured: a molecular structure, C45H56Cl2N11O3PPr at a distorted geometry, with the ωB97M-V functional and the def2-TZVPD basis.

## Properties
- orbital gap (spin up / spin down) (eV) = 4.091 / 4.099

Structure (ORCA input):
```
! RIJCOSX wB97M-V def2-TZVPD def2/J DEFGRID3
* xyz -1 3
C -2.2858 -5.2447 -1.4330
H -3.2727 1.3845 3.7515
C -3.1127 3.1671 -1.2430
H -1.6487 3.6932 3.3208
C 2.7953 -0.9734 5.2831
N 1.8137 -0.4142 3.1967
H 1.3529 -4.6656 0.7691
H -0.5838 0.4172 4.5799
C -0.3282 -1.3938 -5.4067
H -2.6354 4.1579 -1.2002
H 1.5909 -2.0922 -0.0076
C -3.3431 -0.3492 -0.5134
C 5.3010 -3.0774 -0.3223
H -1.8154 -2.3644 1.5195
C 0.6046 -3.8765 0.7453
C -0.8775 -2.5132 2.0652
C -3.3056 -3.1631 -0.7711
H 3.6917 6.2577 1.6351
H -4.1143 -2.7027 -0.2263
H -4.2358 -1.0262 -2.8779
H -0.6342 -2.6201 -2.6911
H 1.9454 -2.4113 3.8813
C -0.3913 -3.9566 1.9005
C 3.7311 -1.3983 -1.0882
H -3.2223 2.8131 -0.2105
H 0.3857 2.4716 3.0810
H -0.1720 2.4405 1.3936
H 1.0380 -2.7860 -4.5285
H 2.3539 1.1482 5.3673
C -1.3315 -4.5219 -2.1213
C -1.0832 -0.0821 -1.6329
C 4.4676 -0.4123 -0.3435
C 0.6734 -1.2033 -3.1928
C 3.0963 0.4818 4.9217
O 1.3569 0.5434 0.8507
C -0.8694 -0.1072 -5.1949
H -2.4631 2.7399 2.0697
C -3.2657 -4.5479 -0.7506
N -0.1243 -0.0166 -2.8301
H -1.7167 1.3556 -0.1145
H -2.1688 2.0510 4.9509
H 4.6526 3.9551 1.9809
C 0.4767 -1.8708 -4.3957
C -1.7594 2.6954 2.8998
C -5.5297 2.3268 -1.4113
N -1.2677 3.1585 -2.6358
C 1.2383 -2.5084 0.9307
C 2.4728 4.6030 -1.0497
H -1.1332 1.5301 -3.9091
C -3.2193 -0.6407 -2.9655
N -0.0820 2.1659 -1.1170
N -0.6263 0.6962 2.4800
C -1.2997 0.4597 3.7486
O 1.7655 -3.0673 -2.2851
C 1.7351 -1.4046 4.2590
H -5.3417 1.3797 -1.9072
Cl 7.3537 -2.5905 1.3877
H -0.5321 -5.0086 -2.6578
H -4.2884 2.4595 -3.7944
O 5.0975 1.7024 1.5010
H -2.7345 -1.1316 -3.8058
H 2.7772 1.4382 2.9589
H 0.0884 -3.9177 -0.2128
H 2.4442 -1.0920 6.3078
H -2.2676 -6.3240 -1.4247
C -0.7258 0.5387 -4.0177
Pr 1.8583 1.1360 -1.3229
N 2.9571 3.3637 -0.8701
H 2.0878 -2.5501 1.6246
C -2.2368 1.6650 3.9344
H -6.5372 2.6509 -1.6696
H -3.6598 4.0967 -3.7042
C 5.9932 -2.1312 0.4118
H 6.1303 -0.0753 0.9568
C -1.3880 -3.1409 -2.1408
N 2.6130 -0.9623 -1.7826
C -2.4607 -0.8882 -1.6535
C 3.7543 3.1672 0.2291
H -1.8559 -0.4772 3.7143
H -2.8606 -0.4956 0.4524
H -1.3789 0.3952 -6.0064
N 0.1531 -1.6716 1.4640
C -1.3435 1.4247 -1.1418
C 1.7253 -1.8261 -2.3477
H 0.1087 -4.2950 2.8111
H -4.8494 4.3484 -1.4710
Cl 5.7782 -4.7431 -0.2877
C 4.1947 -2.7175 -1.0677
H 3.6967 -1.5712 5.1556
C 5.5869 -0.8112 0.3873
H -4.0286 -5.0908 -0.2078
C 2.7163 5.6632 -0.2064
P 0.7154 -0.1945 1.9625
H 3.8613 0.0471 2.9435
H -4.3055 -0.8537 -0.5166
H -5.4884 2.1755 -0.3334
H 0.7344 -1.4178 4.7051
H -0.4906 -0.5206 -0.8058
H -1.0445 -2.2740 3.1177
H -0.4390 -1.9154 -6.3425
C 4.3732 1.8259 0.4967
H 4.0876 0.7953 5.2379
H -1.2188 -4.6287 1.6791
C 4.0250 4.1954 1.1337
H 2.2944 6.6347 -0.4137
H -3.5587 0.6971 -0.6597
C -0.4232 2.1435 2.4132
C -4.5122 3.3759 -1.8560
N 4.0292 0.8973 -0.4117
C -2.3608 -2.4118 -1.4754
H -5.4121 3.8203 -3.7715
N -0.1470 3.0494 -2.0924
H 3.6616 -3.4734 -1.6212
C 2.9593 0.4618 3.4049
H 1.8456 4.7372 -1.9257
H -3.2614 0.4292 -3.1505
N -2.2094 2.2796 -1.9788
C 3.5065 5.4553 0.9355
C -4.4661 3.4472 -3.3795
*
```